Below is C39H43F6IN3O8S2Sn as an isolated structure, with properties calculated with wB97M-V/def2-TZVPD.

```
! wB97M-V def2-TZVPD RIJCOSX def2/J DEFGRID3
* xyz -1 1
I 6.11 2.78 -6.36
Sn -0.31 -0.20 -0.42
S 1.58 -3.49 -0.87
S 2.75 -1.97 1.23
F -0.13 -5.45 -1.09
F 0.31 -4.95 0.96
F 4.92 -0.79 2.06
F 5.28 -2.71 1.13
F 4.87 -0.98 -0.08
F 1.76 -6.04 -0.21
O 1.31 0.30 -1.85
O 2.08 -0.76 0.82
O 2.20 -3.92 -2.08
O -4.25 -6.28 3.32
O 2.81 -1.36 -1.78
O 0.41 -2.62 -0.93
O -3.36 -6.21 5.35
O 2.67 -2.33 2.62
N -0.68 -1.01 2.70
N 0.55 1.42 2.07
N 2.52 -3.24 0.36
C 4.56 -1.60 1.05
C -2.72 0.05 -4.85
C 2.81 2.16 3.51
C -2.90 -0.21 -1.28
C -2.95 0.80 -0.32
C -2.14 1.84 -0.80
C -2.45 -4.22 2.45
C -2.16 3.44 -3.57
C 3.29 1.86 -3.22
C 4.11 2.53 -4.12
C -4.99 1.84 0.61
C 2.13 0.99 3.82
C -2.82 -1.97 -3.46
C -1.75 -3.08 2.10
C 4.08 -0.25 -4.04
C -4.41 -0.50 1.24
C -0.21 3.59 -2.03
C -1.01 2.64 -2.94
C -2.11 0.21 -2.40
C -0.05 2.21 -4.05
C -3.83 0.88 0.91
C 1.21 2.53 1.79
C -2.04 -0.66 -3.67
C 2.34 2.95 2.48
C 0.84 -5.07 -0.25
C 1.00 0.66 3.07
C -3.53 -5.72 4.10
C 4.89 1.79 -4.99
C -1.35 -2.18 3.10
C -0.62 -1.09 -4.05
C -2.39 -3.56 4.76
C 3.27 0.47 -3.18
C -1.63 1.52 -2.10
C 0.30 -0.60 3.38
C 2.40 -0.28 -2.19
C -3.06 1.41 2.11
C 4.88 0.40 -4.96
C -1.69 -2.42 4.42
C -2.76 -4.48 3.78
H -2.86 -0.66 -5.67
H -0.85 4.13 -1.33
H 2.85 3.86 2.19
H -2.68 -3.71 5.80
H -5.04 -0.87 0.43
H 0.31 4.33 -2.65
H 2.48 0.32 4.59
H -2.15 0.89 -5.24
H 0.36 3.11 -4.52
H -2.21 0.77 2.35
H -2.75 -2.57 -4.36
H -3.44 -1.14 -1.22
H 2.66 2.41 -2.54
H -0.20 -1.76 -3.29
H -1.49 -2.88 1.07
H -3.88 -1.79 -3.25
H -4.62 2.84 0.40
H 0.83 3.11 0.96
H -3.71 1.47 2.99
H 4.13 3.61 -4.14
H -5.56 1.51 -0.26
H -5.68 1.89 1.46
H 0.07 -0.26 -4.16
H -2.72 2.84 -4.29
H -0.54 1.65 -4.84
H -3.70 0.42 -4.55
H 3.70 2.43 4.06
H -1.45 -1.68 5.18
H -2.40 -2.56 -2.64
H -2.86 3.78 -2.80
H -2.76 -4.92 1.69
H 0.71 -1.17 4.23
H -2.66 -5.73 5.79
H -1.76 4.32 -4.09
H -5.03 -0.44 2.14
H -2.67 2.41 1.92
H -0.64 -1.64 -4.99
H 5.50 -0.16 -5.65
H 0.54 3.03 -1.47
H -2.00 2.78 -0.29
H 4.07 -1.33 -3.98
H -3.63 -1.23 1.43
H 0.76 1.62 -3.66
*
```

## Properties
M   1105.5 g/mol
HOMO level   -5.4 eV
Orbital gap   6.88 eV
Strongest force on any atom   0.014 hartree/bohr
LUMO energy   1.52 eV


Below is C39H44BrInN4O10S5 as an isolated structure, with properties calculated with wB97M-V/def2-TZVPD.

```
! wB97M-V def2-TZVPD RIJCOSX def2/J DEFGRID3
* xyz 0 1
In 0.50 -0.32 0.50
Br 0.64 4.27 -5.85
S -2.05 -1.31 -0.81
S 1.81 1.72 1.98
S 0.83 -2.95 -1.07
S 6.33 0.20 2.93
S -0.55 -2.39 2.10
O 1.72 0.49 -1.29
O 3.66 -1.22 -0.41
O -1.35 0.30 1.30
O 6.95 -0.57 1.87
O 6.92 0.14 4.23
O 3.02 1.38 1.25
O 2.14 -1.43 1.22
O -2.80 1.88 1.85
O -0.71 1.26 -1.76
O 1.33 0.67 2.88
N 4.95 2.44 -3.10
N 4.53 0.35 -2.43
N 0.71 2.05 0.90
N 4.72 -0.17 3.07
C 3.06 6.60 5.32
C -1.96 1.96 -1.74
C 1.55 1.33 -2.36
C 2.60 1.81 -3.14
C -1.67 1.53 1.55
C 5.89 0.52 -2.30
C -0.16 -4.02 1.38
C 1.02 3.08 -4.43
C -0.04 2.62 -3.65
C 2.71 4.12 5.06
C 0.96 -4.06 0.35
C 2.42 3.00 4.31
C 6.18 2.16 1.05
C 2.15 4.40 2.36
C 7.44 2.33 -2.70
C 0.24 1.75 -2.61
C 2.44 5.51 3.13
C -2.84 -2.42 0.39
C 8.17 0.19 -1.82
C 6.17 1.87 2.40
C 8.44 1.50 -2.25
C 5.58 5.91 1.11
C 4.35 -1.58 3.06
C 6.89 -0.33 -1.84
C -0.55 2.56 1.45
C 2.31 2.70 -4.18
C 4.02 1.54 -2.89
C -1.67 -2.45 -2.16
C 5.78 4.17 2.92
C 2.14 3.15 2.96
C 6.13 1.83 -2.73
C 4.35 -2.19 1.66
C -0.70 -3.56 -1.82
C 3.33 -1.56 0.73
C 5.97 2.87 3.35
C 5.98 3.47 0.64
C 5.78 4.49 1.56
C -2.34 -2.34 1.83
C 2.73 5.39 4.49
H -2.52 1.57 -0.90
H 2.65 0.39 -1.00
H -2.65 -1.41 2.29
H 3.35 -1.64 3.50
H -2.78 -3.17 2.39
H 6.34 1.37 0.33
H 4.17 0.39 2.42
H -0.43 2.97 2.46
H 1.06 -5.08 -0.02
H 5.98 2.62 4.40
H -1.25 -1.79 -2.93
H 4.11 6.58 5.62
H 6.50 6.49 1.24
H 5.63 4.96 3.65
H -2.59 -2.87 -2.58
H 4.03 -0.50 -2.18
H 2.43 6.50 2.67
H 5.03 -2.14 3.71
H 4.80 6.40 1.70
H -1.16 -4.28 -1.14
H 6.67 -1.33 -1.49
H 1.91 -3.80 0.82
H 5.30 5.95 0.06
H 2.39 2.01 4.76
H 0.10 -4.69 2.20
H 1.94 4.49 1.30
H -3.90 -2.16 0.41
H -1.04 2.94 -3.85
H -2.77 -3.43 0.00
H -1.09 -4.41 0.95
H 5.33 -2.10 1.20
H 2.47 6.62 6.23
H 3.14 3.09 -4.77
H -0.44 -4.11 -2.73
H 2.89 7.52 4.77
H 7.64 3.34 -3.03
H 8.98 -0.42 -1.45
H 4.11 -3.26 1.73
H 5.97 3.69 -0.43
H -0.91 3.38 0.83
H -2.52 1.77 -2.66
H 9.46 1.86 -2.21
H -1.78 3.03 -1.62
H 2.93 4.01 6.12
*
```

## Properties
M   1083.9 g/mol
HOMO level   -8.2 eV
Orbital gap   7.98 eV
Energy relative to the best compared isomer or geometry (same formula, charge and spin)   11.1 kcal/mol
Strongest force on any atom   0.014 hartree/bohr
LUMO energy   -0.23 eV